Here is C6H10O in the gas phase at a distorted geometry from OMol25. Energies are from the ωB97M-V functional and the def2-TZVPD basis.

Calculated values
* SMILES string: CC1(C)C=C[C@H]1O
* total charge: 0
* HOMO: -8.758 eV
* frontier orbital gap: 9.7 eV
* multiplicity: 1
* relative energy (zero: lowest compared OMol25 entry of this formula, charge and spin): 170.0 kJ/mol
* energy: -8429.479 eV

Last column: Mulliken charge in e.
Cartesian coordinates (Å):
1 H -1.26 -0.25 2.07  0.396
2 C 1.51 -0.53 1.00  -1.572
3 H -0.43 1.91 -0.51  0.354
4 H -0.08 -1.75 -1.04  0.407
5 C -1.03 -0.23 1.01  -0.809
6 O -0.73 -0.33 -2.30  -0.537
7 C 0.50 1.46 -0.16  -1.522
8 H -1.22 0.50 -2.29  0.372
9 H 1.33 -1.54 1.38  0.392
10 H 2.32 -0.57 0.28  0.365
11 H -2.78 -0.87 -0.21  0.453
12 H 1.21 1.46 -0.99  0.321
13 C 0.26 0.06 0.37  1.483
14 C -0.63 -0.81 -1.01  -0.370
15 H 0.91 2.10 0.63  0.426
16 H 1.85 0.09 1.84  0.396
17 C -1.73 -0.69 -0.05  -0.555